# 1
The following is a DFT calculation (ωB97M-V with the def2-TZVPD basis set) of C8H17PS3 in the gas phase at a distorted geometry.

Geometry as XYZ:
```
29
Properties=species:S:1:pos:R:3:lowdin_charge:R:1
H 0.66 -1.29 0.59 0.16
H 0.44 -0.06 -3.27 0.04
C -1.50 0.07 -1.56 -0.07
H 0.63 1.49 5.50 -0.11
H -1.65 -0.66 1.06 0.06
S 0.36 2.88 2.77 0.58
H -0.86 -2.06 -2.24 0.06
H 1.00 1.86 0.40 0.08
H -0.46 -2.56 -0.68 0.09
C 0.27 -0.25 0.19 -0.41
H 0.84 1.19 -2.28 0.05
H -2.30 -0.23 -0.94 0.07
H -1.50 1.10 -1.45 0.07
H 2.22 0.56 -0.35 0.08
H 1.83 -0.26 -2.31 0.13
C -0.12 -0.43 -1.26 -0.58
C 0.77 0.19 -2.36 -0.03
H 0.99 -0.34 4.82 -0.12
C -0.92 0.10 1.14 -0.37
C 0.88 1.13 3.20 -1.65
H -1.34 1.09 0.85 0.09
S 2.25 0.62 1.91 0.71
H -1.64 -0.26 -2.61 0.11
C 1.34 0.76 0.33 -0.50
P 1.75 0.88 4.90 0.77
H 0.87 -2.23 -1.83 0.11
H 1.49 3.36 3.51 -0.09
S -0.49 0.11 2.99 0.73
C -0.14 -1.92 -1.49 -0.05
```

Results
multiplicity = 1
structure (SMILES) = CC(C)(C)[C@H]1CS[C@@](P)(S)SC1
max |F| = 6.31 eV/Å
E_tot = -1850.82948 Eh
HOMO-LUMO gap = 8.75 eV
molecular weight = 240.40 g/mol
energy relative to the best compared isomer or geometry (same formula, charge and spin) = 21.01 kcal per mole
HOMO energy = -8.24 eV

***

# 2
The following is a DFT calculation (ωB97M-V with the def2-TZVPD basis set) of a molecular structure, C4H6N2 at a distorted geometry.

Geometry as XYZ:
```
12
Properties=species:S:1:pos:R:3:lowdin_charge:R:1
C -0.43 1.81 -0.94 -0.18
H -1.56 -0.59 1.01 0.11
H -1.42 -0.99 -0.75 0.12
H 0.87 -2.23 0.30 0.11
N -0.71 2.79 -1.50 0.13
H 0.36 0.57 1.41 0.11
C 0.48 -1.22 0.24 -0.17
N 0.96 -0.21 -0.53 0.01
C -0.09 0.64 -0.21 -0.37
H 0.62 -0.25 1.64 0.10
C -0.91 -0.61 0.14 -0.14
H 1.92 0.02 -0.78 0.17
```

Results
multiplicity = 1
max |F| = 1.08 eV/Å
E_tot = -265.35491 Eh
HOMO-LUMO gap = 9.14 eV
molecular weight = 82.11 g/mol
energy relative to the best compared isomer or geometry (same formula, charge and spin) = 113.37 kcal per mole
HOMO energy = -8.63 eV

***

# 3
The following is a DFT calculation (ωB97M-V with the def2-TZVPD basis set) of a molecular structure, C37H28ClCoN7O.

Geometry as XYZ:
```
75
Properties=species:S:1:pos:R:3:lowdin_spin:R:1
H -4.06 0.45 -4.93 0.00
N -1.90 1.00 -0.27 0.01
C -1.55 2.88 2.87 0.04
C 1.52 -1.72 -4.34 0.07
H -4.95 2.79 2.70 0.00
C 1.15 2.14 1.86 0.29
N -1.79 1.94 -1.42 0.01
C -3.63 1.87 1.28 0.00
C -4.66 1.22 0.47 0.00
C -0.91 -2.38 -0.64 0.00
C -2.13 2.28 -4.18 0.00
H 0.61 -3.14 -3.06 0.01
C -2.56 1.19 -2.13 0.00
C 0.84 -2.10 -3.22 0.20
H -2.82 -5.27 1.19 0.00
H -2.70 -3.92 3.34 0.00
Co -0.08 0.18 0.15 0.21
C -2.88 3.13 3.18 0.00
N -0.96 -1.10 1.37 -0.01
C -1.28 -2.27 0.74 0.02
H 1.00 2.98 -0.58 0.01
C 2.12 1.94 -3.62 0.24
H 3.95 -1.11 0.17 0.00
H -0.77 3.25 3.52 0.01
C 1.01 0.21 -2.35 0.07
C 4.83 1.84 1.58 -0.01
H 2.64 2.29 -4.50 0.01
H -2.34 -5.40 -1.23 0.00
C -2.95 0.23 -1.04 0.00
C -2.30 -4.47 0.68 0.09
C -1.82 -1.97 3.41 -0.01
C -2.03 -4.53 -0.66 0.00
C 0.50 -1.11 -2.23 0.16
C -1.34 -3.50 -1.33 0.09
H -5.69 1.35 0.76 0.00
C 1.86 2.82 -2.53 0.08
N 0.00 1.61 1.42 0.09
H 3.48 3.29 2.36 0.00
H 1.79 -2.45 -5.09 0.00
C 3.86 -0.14 0.65 -0.01
H -5.13 -0.09 -1.11 0.00
H -2.57 -0.43 -4.57 0.00
O 1.55 -0.52 0.76 0.01
H -1.09 1.97 -4.30 0.00
H -2.00 -1.81 4.46 0.00
H -1.19 -3.60 -2.39 0.01
C 2.57 0.29 0.98 0.08
N -0.22 -1.29 -1.10 0.23
H 2.17 3.85 -2.57 0.00
H -2.13 3.24 -3.65 0.00
C 1.22 2.35 -1.43 0.15
N 0.80 1.05 -1.31 0.17
C 2.42 1.58 1.59 0.02
Cl 6.24 2.79 1.97 -0.01
C -1.93 -3.31 1.41 0.00
C -1.20 -0.96 2.65 0.02
C 1.70 0.61 -3.53 0.03
C 4.98 0.60 0.95 0.10
C -3.38 0.14 -4.13 0.00
H 5.97 0.24 0.71 0.01
H 1.11 3.12 2.33 0.02
H -3.11 3.72 4.06 0.00
H -2.58 2.41 -5.16 0.00
H -2.70 -0.82 -1.18 0.00
C -2.30 1.67 0.94 0.04
C 1.91 -0.37 -4.52 0.30
H -0.91 -0.02 3.10 0.00
C -2.20 -3.13 2.79 0.01
C -4.35 0.42 -0.56 -0.01
C 3.58 2.32 1.89 0.08
H 2.44 -0.09 -5.42 0.01
C -3.92 2.62 2.41 0.05
H -3.93 -0.50 -3.45 0.00
N -2.90 1.31 -3.42 0.00
C -1.24 2.09 1.75 0.03
```

Results
multiplicity = 4
<S²> = 3.86
max |F| = 0.22 eV/Å
E_tot = -3728.19531 Eh
HOMO-LUMO gap (spin up / spin down) = 4.58 / 5.01 eV
molecular weight = 681.07 g/mol
energy relative to the best compared isomer or geometry (same formula, charge and spin) = 72.82 kcal per mole
HOMO energy (spin up / spin down) = -4.96 / -6.97 eV

***

# 4
The following is a DFT calculation (ωB97M-V with the def2-TZVPD basis set) of C3H3ClN2OS in the gas phase at a distorted geometry.

Geometry as XYZ:
```
11
Properties=species:S:1:pos:R:3:lowdin_charge:R:1
H -2.41 -1.51 1.14 -0.12
N 0.39 -0.71 0.00 0.10
Cl -1.91 2.38 -0.09 0.76
H 0.59 -1.60 -0.35 0.12
H 2.98 -0.52 -0.11 0.06
C -0.77 1.13 -0.08 -0.76
N 2.56 0.41 -0.12 0.15
C -0.91 -0.20 -0.08 -0.69
S -2.35 -1.19 -0.17 0.81
O 0.54 1.49 -0.06 0.04
C 1.30 0.34 -0.08 -0.47
```

Results
multiplicity = 1
structure (SMILES) = [H]/N=c1\[nH]c(S)c(Cl)o1
max |F| = 1.73 eV/Å
E_tot = -1159.22695 Eh
HOMO-LUMO gap = 8.88 eV
molecular weight = 150.59 g/mol
energy relative to the best compared isomer or geometry (same formula, charge and spin) = 8.35 kcal per mole
HOMO energy = -8.46 eV

***

What did the fourth record say?
The following is a DFT calculation (ωB97M-V with the def2-TZVPD basis set) of C3H3ClN2OS in the gas phase at a distorted geometry.

Geometry as XYZ:
```
11
Properties=species:S:1:pos:R:3:lowdin_charge:R:1
H -2.41 -1.51 1.14 -0.12
N 0.39 -0.71 0.00 0.10
Cl -1.91 2.38 -0.09 0.76
H 0.59 -1.60 -0.35 0.12
H 2.98 -0.52 -0.11 0.06
C -0.77 1.13 -0.08 -0.76
N 2.56 0.41 -0.12 0.15
C -0.91 -0.20 -0.08 -0.69
S -2.35 -1.19 -0.17 0.81
O 0.54 1.49 -0.06 0.04
C 1.30 0.34 -0.08 -0.47
```

Results
multiplicity = 1
structure (SMILES) = [H]/N=c1\[nH]c(S)c(Cl)o1
max |F| = 1.73 eV/Å
E_tot = -1159.22695 Eh
HOMO-LUMO gap = 8.88 eV
molecular weight = 150.59 g/mol
energy relative to the best compared isomer or geometry (same formula, charge and spin) = 8.35 kcal per mole
HOMO energy = -8.46 eV

***

Which of these has the highest multiplicity?
C37H28ClCoN7O

***

The highest max |F| belongs to which entry?
C8H17PS3

***

The lowest E_tot belongs to which entry?
C37H28ClCoN7O